A 2-piece molecular cluster, C15H33N3O4 overall, computed with the ωB97M-V functional and the def2-TZVPD basis.

```
55
Properties=species:S:1:pos:R:3:forces:R:3
O -3.390026 1.499502 2.047119 -0.255 -0.304 -0.104
O 0.942602 4.631421 3.156422 -0.346 -0.532 -0.290
O -2.198408 -3.679131 -2.937899 -0.250 0.023 -0.183
O 0.545387 -4.273931 -0.475653 0.055 0.261 0.002
C -2.561307 2.383813 1.909912 -1.741 0.221 0.359
C 0.158871 3.687084 3.116701 0.513 1.101 -0.286
N -0.509413 3.271506 4.203610 -0.433 -0.750 0.398
N -0.657614 -1.796583 -1.399776 0.089 0.266 -0.591
N -1.274242 2.058522 1.770040 1.914 0.115 0.231
C -3.019226 3.830605 1.913468 0.272 -0.187 0.010
C -0.432223 3.891362 5.526211 0.150 0.059 -0.365
C 1.194176 0.824857 -1.460996 0.113 -0.192 -0.092
C 2.915905 0.391800 0.297462 0.279 -0.122 -0.366
C 0.337376 -3.777576 -4.258379 0.011 -0.066 0.242
C -1.330251 -4.773355 -2.625749 -0.086 -0.357 0.088
C 1.629155 -1.555400 -0.601503 0.322 0.082 -0.601
C 0.903272 -3.704241 -1.746294 0.158 -0.314 -0.357
C 0.731213 -2.160566 -1.702669 -0.560 -0.749 1.331
C 2.233078 -0.179200 -0.950698 -0.430 0.180 0.471
C 0.162272 -4.460557 -2.888855 -0.533 0.706 -0.124
C -0.006779 3.785547 0.525088 0.273 0.366 0.555
C -0.079019 2.918833 1.792960 -0.432 -0.231 -0.528
H -3.125843 -3.909100 -2.752285 0.690 -0.029 -0.049
H 0.813642 -5.205821 -0.428858 -0.027 0.509 -0.222
H -1.127453 2.481388 4.089006 0.056 0.118 0.049
H -0.897321 -2.145795 -0.472586 -0.011 -0.058 -0.364
H -1.282575 -2.219698 -2.095014 0.137 0.248 0.633
H -1.113531 1.066638 1.681109 -0.118 -0.016 0.086
H -4.057872 3.867764 2.238676 0.133 -0.159 -0.035
H -2.415745 4.432005 2.586790 0.137 0.229 -0.057
H -2.954677 4.225435 0.901997 0.067 0.150 -0.023
H 0.523778 4.406070 5.650125 -0.159 -0.120 -0.176
H -0.525445 3.128914 6.300927 -0.018 0.020 -0.140
H -1.238286 4.618149 5.639870 0.045 0.034 0.103
H 0.801287 0.521277 -2.435095 -0.136 0.067 0.164
H 0.358679 0.896498 -0.758582 -0.008 -0.014 -0.119
H 1.642431 1.816405 -1.575255 0.007 -0.065 0.015
H 3.359078 1.368582 0.080226 -0.025 -0.072 0.097
H 2.197247 0.509736 1.113341 0.014 -0.025 -0.024
H 3.713700 -0.277578 0.633344 -0.068 0.092 0.107
H 1.396838 -3.594052 -4.460378 -0.077 -0.010 -0.012
H -0.057370 -4.419617 -5.051517 0.045 0.097 0.063
H -0.192626 -2.821156 -4.300853 0.065 -0.186 -0.006
H -1.485109 -5.075708 -1.585812 0.179 0.072 -0.003
H -1.618185 -5.624791 -3.251255 0.130 -0.014 -0.090
H 1.053152 -1.480758 0.326915 0.009 -0.006 -0.073
H 2.463876 -2.234090 -0.400008 -0.039 -0.006 0.089
H 1.971891 -3.884587 -1.905048 0.141 -0.021 -0.126
H 1.028014 -1.748201 -2.671326 -0.098 -0.123 0.010
H 2.986365 -0.314856 -1.733812 0.031 -0.051 0.021
H 0.661037 -5.431929 -2.957424 -0.125 -0.130 0.106
H -0.695968 4.625191 0.594181 0.021 0.048 -0.076
H -0.247474 3.191170 -0.355876 -0.006 -0.062 0.153
H 1.003308 4.183112 0.417784 -0.108 0.069 -0.001
H 0.766361 2.235086 1.726174 0.030 -0.160 0.103
```
Positions in Å, forces in eV/Å.

SMILES string   CC(C)C[C@H](N)[C@@H](O)[C@H](C)CO.CNC(=O)[C@H](C)NC(C)=O
Total energy   -28751.4311 eV
LUMO energy   0.56 eV
Largest force on an atom   1.931 eV/A
Relative energy (zero: lowest compared OMol25 entry of this formula, charge and spin)   0.500 eV
Orbital gap   9.30 eV

***

C15H34AsN3O9P2S3ScSi2 as an isolated structure, computed with the ωB97M-V functional and the def2-TZVPD basis.

```
70
Properties=species:S:1:pos:R:3:forces:R:3
Sc 0.009871 -1.037816 -0.737287 0.541 -0.443 0.365
N -4.068410 -1.269072 2.181708 0.086 -0.031 -0.144
C -2.626616 -1.594939 1.844213 0.089 -0.083 -0.047
C -2.170995 -2.759938 2.716370 -0.030 0.024 -0.082
P -1.598237 -0.082877 2.122305 -0.047 0.094 -0.085
O -2.703946 1.025401 1.803892 -0.017 -0.214 0.136
O -1.159691 -0.056430 3.526293 0.051 -0.018 -0.030
O -0.561722 -0.081317 0.995007 -0.205 0.096 0.007
P -2.743228 -2.144830 0.085526 -0.321 0.190 -0.217
O -3.169931 -0.812247 -0.699878 0.017 -0.162 0.122
O -3.894617 -3.077189 0.090668 0.119 -0.083 0.060
O -1.331372 -2.562840 -0.313233 -0.082 0.379 -0.175
H -4.228101 -1.293754 3.186338 -0.008 0.013 0.044
H -4.639539 -1.972590 1.679329 0.034 0.053 0.071
H -4.258167 -0.321267 1.831556 -0.016 -0.004 0.011
H -2.104559 -2.447259 3.759416 -0.006 0.009 0.008
H -1.174313 -3.072764 2.407095 -0.007 0.014 0.005
H -2.841825 -3.613782 2.601526 0.003 -0.006 -0.004
H -2.486810 1.702408 1.108767 0.018 0.166 -0.020
H -2.567080 -0.358737 -1.321101 0.075 -0.055 0.057
N 0.121750 2.678567 -0.435306 -0.169 0.089 -0.203
C -1.006640 3.137398 -1.020133 0.182 -0.068 0.061
S -2.363031 3.432520 -0.051479 -0.100 0.112 -0.139
N -0.902448 3.337930 -2.347025 -0.163 0.020 0.091
C -1.846583 3.740222 -3.321083 0.004 -0.076 0.061
C -3.025403 4.434520 -3.067386 0.076 0.057 -0.007
C -3.852695 4.787587 -4.126749 0.018 -0.012 0.034
C -3.526661 4.463186 -5.432911 0.016 -0.009 -0.001
C -2.347388 3.772374 -5.680271 -0.007 0.007 -0.021
C -1.513998 3.416309 -4.637278 0.004 -0.094 0.005
H 0.017431 2.331641 0.501785 0.041 -0.023 0.084
H 0.857112 2.266424 -1.000433 -0.032 -0.001 -0.125
H -0.095507 2.872480 -2.760121 0.155 0.020 -0.045
H -3.294023 4.695314 -2.059400 -0.012 0.011 0.064
H -4.769131 5.324372 -3.914757 0.001 0.006 0.002
H -4.183026 4.739181 -6.248248 0.001 -0.002 0.002
H -2.077015 3.493840 -6.690717 0.002 0.004 0.001
H -0.610173 2.848971 -4.828272 0.005 -0.002 -0.016
O -0.794171 -0.120662 -4.469527 -0.103 -0.141 -0.049
S -0.021411 -0.110575 -3.266039 0.094 -0.007 0.006
O -0.858956 0.333000 -2.044171 -0.368 -0.125 0.248
O 0.412150 -1.477979 -2.781283 -0.134 0.354 -0.112
S 1.518143 1.113145 -3.298734 0.158 0.099 -0.064
C 3.495121 1.888376 0.256777 -0.007 0.040 -0.074
Si 3.562983 0.238002 1.151371 -0.014 0.015 -0.027
C 5.384885 -0.172112 1.356993 0.078 -0.005 0.016
C 2.855365 0.504856 2.865340 -0.094 0.007 0.057
As 2.605144 -1.419195 -0.165374 0.091 -0.156 0.053
Si 2.405099 -3.111119 1.426097 -0.016 -0.055 -0.014
C 4.091070 -3.825986 1.865005 0.066 0.021 0.000
C 1.571360 -2.709578 3.072507 -0.078 0.059 -0.007
C 1.422568 -4.503469 0.628451 -0.017 -0.022 -0.019
H 4.320597 2.522466 0.593495 -0.002 0.001 -0.002
H 2.570278 2.423999 0.476787 -0.010 0.012 -0.028
H 3.577251 1.762322 -0.825116 -0.017 0.024 0.010
H 5.888869 0.614881 1.927539 0.004 -0.021 -0.004
H 5.864853 -0.252576 0.379519 0.014 -0.012 0.012
H 5.526908 -1.119372 1.879829 0.024 -0.001 -0.012
H 3.284067 1.411283 3.304673 -0.001 -0.001 -0.007
H 3.090604 -0.330620 3.525536 -0.015 0.001 0.029
H 1.768144 0.613600 2.841283 0.014 -0.009 0.035
H 4.649213 -3.137753 2.504189 0.021 -0.020 -0.018
H 4.682880 -4.010268 0.966546 0.005 -0.007 0.013
H 3.978400 -4.769674 2.407457 -0.009 0.005 0.011
H 2.316025 -2.438625 3.822960 0.001 0.024 0.017
H 1.038661 -3.589785 3.447365 0.016 -0.008 -0.004
H 0.863591 -1.879928 3.006381 0.007 -0.027 0.032
H 1.886261 -4.816050 -0.309651 -0.013 0.002 -0.007
H 0.396324 -4.201940 0.408545 -0.012 -0.030 -0.017
H 1.384420 -5.369662 1.296524 0.003 0.004 -0.003
```
Positions in Å, forces in eV/Å.

Charge   -1
Total energy   -187399.7345 eV
LUMO energy   2.02 eV
Largest force on an atom   0.789 eV/A
Relative energy (zero: lowest compared OMol25 entry of this formula, charge and spin)   0.000 eV
Orbital gap   6.91 eV

***

C15H34AuNO2P2Si as an isolated structure, computed with the ωB97M-V functional and the def2-TZVPD basis.

```
56
Properties=species:S:1:pos:R:3:forces:R:3
Au -0.383133 0.206025 -0.112858 0.635 -1.248 1.110
P -1.086451 -2.014647 -0.644670 -0.960 1.089 0.642
C 0.244310 -2.967732 -1.386943 0.227 0.138 -0.633
C 1.397344 -2.276670 -1.895014 0.766 1.186 0.107
N 1.605875 -0.998825 -1.420473 0.391 0.119 -0.850
C 2.457577 -0.140692 -1.990687 -0.621 -0.994 0.166
C 3.215406 -0.492890 -3.111632 -0.096 -0.222 -0.181
C 3.151479 -1.828889 -3.534043 0.347 0.386 0.454
C 2.319021 -2.731886 -2.881084 -0.816 -0.666 0.126
C 2.517662 1.250335 -1.405882 -0.527 0.271 0.112
P 1.794128 1.358759 0.304471 1.672 1.261 -0.768
H 2.292597 -3.792969 -3.139399 0.081 0.386 -0.205
H 3.818582 0.274599 -3.612252 -0.132 -0.564 0.144
H 3.809703 -2.155073 -4.333853 -0.219 -0.080 0.065
H 3.556009 1.623630 -1.378969 -0.436 -0.038 0.077
H 1.919266 1.943691 -2.030687 0.337 -0.276 0.149
H 2.079493 -5.277958 2.650928 1.507 -0.213 0.883
H 0.053680 -4.007884 -1.671143 0.137 0.331 0.119
H 1.859586 -0.541009 4.103207 0.727 0.185 0.018
O 2.958429 -5.321968 3.127034 -0.667 0.849 -1.910
H 3.594496 -4.941076 2.464321 -0.825 -0.658 1.018
H 1.017319 -0.245893 0.515400 0.361 -0.107 0.356
O 1.106031 -0.836574 4.603887 -1.057 -0.386 -0.933
H 0.533769 -1.211216 3.898784 0.334 0.180 0.923
C 3.220420 0.878015 1.317561 -0.033 -0.295 0.368
H 4.104777 1.465304 1.021109 -0.434 -0.109 0.017
H 3.006368 1.083883 2.373010 0.087 -0.151 -0.163
H 3.438845 -0.182569 1.170585 0.026 0.070 0.142
C 1.725256 3.153093 0.641493 -0.467 0.320 0.182
H 1.451144 3.316857 1.688363 -0.073 -0.095 -0.110
H 2.705120 3.631212 0.496906 -0.087 -0.479 -0.096
H 1.008323 3.686573 0.010895 0.011 -0.222 0.074
C -2.526987 -1.728171 -1.730646 0.022 -0.627 -0.643
H -3.107053 -2.648557 -1.874016 0.121 0.152 -0.012
H -3.187313 -0.958821 -1.309977 0.354 -0.262 0.122
H -2.181725 -1.383038 -2.713340 -0.050 -0.076 0.188
C -1.738327 -2.780042 0.865214 0.233 -0.667 -0.210
H -2.365520 -2.075379 1.421792 0.151 -0.112 -0.233
H -2.317621 -3.677040 0.615694 0.060 0.133 0.132
H -0.880475 -3.076750 1.474980 -0.190 0.025 0.091
C -4.055279 0.741581 0.575292 0.033 -0.138 -0.285
Si -2.848425 2.177222 0.416003 -1.161 -0.273 1.839
C -3.752622 3.684346 -0.246880 0.401 0.242 -0.922
C -2.228959 2.562353 2.150510 0.434 0.075 -0.123
C -1.467248 1.774763 -0.832254 -1.268 2.473 -1.879
H -4.780648 0.913907 1.383907 0.262 0.113 -0.196
H -3.561343 -0.211748 0.796267 -0.036 0.122 0.055
H -4.636254 0.603109 -0.344513 0.032 0.004 0.100
H -4.544958 4.051403 0.420484 0.286 -0.388 0.097
H -3.042373 4.503944 -0.412920 -0.178 -0.053 0.060
H -4.205687 3.452886 -1.219124 0.012 0.086 0.174
H -1.554217 1.791560 2.543417 -0.094 0.029 0.001
H -1.683351 3.514671 2.180920 -0.078 -0.126 0.007
H -3.060874 2.649785 2.866763 0.147 -0.055 -0.364
H -1.917842 1.550895 -1.819313 0.287 -0.338 0.342
H -0.847334 2.661566 -1.046625 0.024 -0.310 0.255
```
Positions in Å, forces in eV/Å.

<S²>   2.05
Charge   +2
Total energy   -51821.0980 eV
LUMO energy (spin up / spin down)   -6.69 / -9.95 eV
Multiplicity   3
Largest force on an atom   3.354 eV/A
Relative energy (zero: lowest compared OMol25 entry of this formula, charge and spin)   3.308 eV
Orbital gap (spin up / spin down)   8.11 / 5.45 eV